Entry 1:
# C28H56Cl2NiO19

C28H56Cl2NiO19 as an isolated structure (ωB97M-V/def2-TZVPD, the Open Molecules 2025 dataset).

Summary:
Multiplicity = 3
Charge = 0
Highest occupied orbital energy (alpha / beta) = -8.870 / -8.823 eV

```
106
Properties=species:S:1:pos:R:3:lowdin_spin:R:1
Ni 0.307 -0.458 -0.069 1.837
Cl 1.689 0.201 1.878 0.045
Cl -1.115 -1.238 -1.973 0.045
C -1.069 -4.951 -1.664 0.000
C 0.324 -4.722 -1.246 0.000
O 0.588 -5.003 0.061 0.000
C 0.671 -4.003 0.991 0.000
O 0.556 -2.797 0.723 0.003
O 0.940 -4.579 2.205 0.000
C 1.422 -3.769 3.254 0.000
H -1.143 -5.008 -2.750 0.000
H -1.798 -4.218 -1.318 0.000
H -1.455 -5.927 -1.370 0.000
H 0.558 -3.734 -1.643 0.000
H 0.996 -5.327 -1.853 0.000
H 2.197 -3.091 2.898 0.000
H 1.659 -4.369 4.133 0.000
H 0.640 -3.114 3.639 0.000
C -4.781 1.831 -0.685 0.000
C -3.390 1.277 -0.308 0.000
O -2.692 2.406 0.027 -0.001
C -1.384 2.290 0.145 0.002
O -0.741 1.287 0.091 0.022
O -0.841 3.514 0.353 0.000
C 0.494 3.709 0.775 0.000
H -5.450 0.973 -0.620 0.000
H -4.859 2.190 -1.711 0.000
H -5.054 2.677 -0.053 0.000
H -2.930 0.801 -1.174 0.000
H -3.352 0.555 0.508 0.000
H 0.552 4.787 0.924 0.000
H 1.151 3.530 -0.076 0.000
H 0.812 3.260 1.716 0.000
C -0.181 2.695 -5.160 0.000
C 0.392 1.781 -4.128 0.000
O 1.520 2.310 -3.472 0.000
C 1.879 1.801 -2.291 0.002
O 1.257 1.013 -1.530 0.015
O 2.990 2.410 -1.973 0.000
C 3.619 2.312 -0.742 0.000
H 0.563 2.820 -5.947 0.000
H -0.526 3.600 -4.661 0.000
H -1.062 2.213 -5.585 0.000
H 0.611 0.789 -4.524 0.000
H -0.429 1.600 -3.435 0.000
H 2.974 2.629 0.078 0.000
H 4.560 2.858 -0.677 0.000
H 3.813 1.265 -0.509 0.000
C 2.822 3.347 4.124 0.000
C 3.490 3.086 2.797 0.001
O 4.338 4.145 2.408 0.000
C 3.916 5.151 1.602 0.000
O 2.849 5.134 0.983 0.000
O 4.803 6.219 1.710 0.000
C 4.395 7.376 1.096 0.000
H 3.619 3.468 4.859 0.000
H 2.171 2.547 4.477 0.000
H 2.269 4.283 4.190 0.000
H 2.653 2.998 2.104 0.000
H 4.037 2.150 2.914 0.000
H 3.497 7.804 1.541 0.000
H 4.343 7.407 0.007 0.000
H 5.204 8.042 1.397 0.000
C 4.955 -3.283 1.274 0.000
C 4.454 -2.035 0.612 0.000
O 4.236 -2.339 -0.777 0.000
C 3.153 -1.881 -1.414 0.001
O 2.084 -1.416 -0.966 0.011
O 3.367 -2.013 -2.712 0.000
C 2.458 -1.466 -3.638 0.000
H 5.721 -3.766 0.668 0.000
H 4.098 -3.945 1.396 0.000
H 5.283 -3.254 2.313 0.000
H 5.153 -1.205 0.715 0.000
H 3.514 -1.878 1.142 0.000
H 2.728 -1.798 -4.641 0.000
H 2.538 -0.379 -3.640 0.000
H 1.406 -1.518 -3.356 0.000
C -1.420 0.473 5.520 0.000
C -1.273 0.192 4.006 0.000
O -2.255 -0.739 3.651 0.000
C -2.207 -1.239 2.416 0.001
O -1.444 -0.940 1.455 0.011
O -3.098 -2.175 2.323 0.000
C -3.044 -3.138 1.249 0.000
H -2.268 1.111 5.770 0.000
H -0.577 1.057 5.891 0.000
H -1.472 -0.459 6.082 0.000
H -0.278 -0.242 3.902 0.000
H -1.359 1.095 3.402 0.000
H -3.782 -2.962 0.466 0.000
H -3.318 -4.113 1.651 0.000
H -2.067 -3.253 0.778 0.000
C -5.506 -1.502 -3.382 0.000
C -4.835 -1.932 -2.119 0.000
C -5.966 -2.323 -1.214 0.000
O -6.735 -3.076 -2.124 0.000
C -6.645 -2.437 -3.414 0.000
H -4.887 -1.526 -4.279 0.000
H -5.865 -0.476 -3.459 0.000
H -4.213 -1.101 -1.787 0.000
H -4.118 -2.742 -2.247 0.000
H -6.658 -1.575 -0.826 0.000
H -5.730 -2.911 -0.328 0.000
H -7.537 -1.878 -3.698 0.000
H -6.483 -3.246 -4.126 0.000
```

***

Entry 2:
# C28H56P2SiZr

C28H56P2SiZr as an isolated structure (ωB97M-V/def2-TZVPD, the Open Molecules 2025 dataset).

Summary:
Charge = +2
Highest occupied orbital energy = -14.145 eV

```
88
Properties=species:S:1:pos:R:3:lowdin_charge:R:1
Zr -0.024 0.150 0.405 1.391
C 1.846 -0.836 1.920 -0.289
C 2.646 -0.424 0.808 -0.243
C 1.629 1.469 1.689 -0.332
C 1.262 0.338 2.512 -0.329
C 2.491 0.988 0.648 -0.267
C 1.853 -2.187 2.533 -0.029
H 1.949 -2.967 1.771 0.077
H 0.935 -2.386 3.095 0.061
H 2.689 -2.319 3.235 0.116
C 0.739 0.414 3.907 -0.010
H 0.490 -0.587 4.279 0.082
H -0.155 1.043 3.993 0.070
H 1.500 0.847 4.577 0.118
C 1.455 2.907 2.038 -0.020
H 2.388 3.327 2.444 0.116
H 0.674 3.066 2.791 0.080
H 1.190 3.506 1.158 0.084
C 3.350 1.826 -0.217 -0.019
H 4.305 2.068 0.279 0.120
H 2.872 2.775 -0.480 0.072
H 3.598 1.300 -1.149 0.073
C 3.693 -1.241 0.163 -0.005
H 4.578 -1.371 0.814 0.125
H 4.043 -0.772 -0.766 0.061
H 3.316 -2.240 -0.090 0.069
C 0.300 -2.333 -2.581 -0.132
C 1.313 -2.839 -1.866 -0.127
C 2.515 -3.488 -2.495 -0.165
C 3.555 -2.566 -3.199 -0.167
C 3.277 -1.085 -3.266 -0.124
C 2.263 -0.582 -3.978 -0.115
C 1.349 -1.452 -4.807 -0.172
C 0.287 -2.326 -4.086 -0.173
H 2.210 -4.244 -3.241 0.126
H 3.678 -2.965 -4.223 0.123
H 3.055 -4.029 -1.700 0.110
H 0.399 -3.349 -4.492 0.127
H -0.612 -1.950 -2.102 0.068
H 1.281 -2.865 -0.769 0.075
H -0.701 -1.967 -4.406 0.105
H 0.802 -0.782 -5.491 0.110
H 2.155 0.497 -4.139 0.092
H 1.951 -2.131 -5.438 0.121
H 4.518 -2.702 -2.681 0.113
H 4.070 -0.448 -2.855 0.098
P -1.639 -1.907 1.100 0.761
C -2.149 -2.025 2.867 -0.221
H -2.920 -2.801 2.977 0.074
H -2.549 -1.078 3.253 0.016
H -1.289 -2.304 3.491 0.043
C -3.274 -1.722 0.290 -0.244
H -4.021 -2.370 0.772 0.071
H -3.184 -2.005 -0.769 0.050
H -3.618 -0.678 0.336 0.029
C -1.256 -3.651 0.755 -0.249
H -1.179 -3.814 -0.325 0.042
H -2.034 -4.309 1.164 0.072
H -0.294 -3.920 1.207 0.043
P -0.659 1.907 -1.561 0.775
C 0.726 2.735 -2.420 -0.259
H 0.381 3.122 -3.386 0.069
H 1.546 2.022 -2.587 0.020
H 1.107 3.574 -1.810 0.055
C -1.473 1.173 -3.026 -0.248
H -0.723 0.773 -3.719 0.042
H -2.078 1.928 -3.551 0.071
H -2.129 0.350 -2.715 0.038
C -1.782 3.323 -1.241 -0.244
H -1.895 3.957 -2.130 0.076
H -1.408 3.944 -0.415 0.058
H -2.774 2.960 -0.952 0.018
C -4.367 2.938 0.985 -0.188
Si -3.180 2.065 2.140 0.438
C -2.492 3.392 3.313 -0.178
C -4.247 0.872 3.121 -0.181
C -1.558 1.295 1.475 -0.434
H -5.226 3.280 1.587 0.056
H -4.739 2.231 0.229 0.038
H -3.919 3.818 0.503 0.026
H -3.304 3.923 3.828 0.047
H -1.841 2.960 4.087 0.029
H -1.916 4.145 2.754 0.035
H -4.608 0.051 2.486 0.027
H -3.737 0.465 4.005 0.034
H -5.129 1.425 3.481 0.054
H -0.912 2.211 1.507 -0.007
H -1.233 0.663 2.352 -0.022
```

***

Entry 3:
# C28H57BBrFN2O7P

A 2-piece molecular cluster, C28H57BBrFN2O7P overall (ωB97M-V/def2-TZVPD, the Open Molecules 2025 dataset).

Summary:
Charge = +1
Highest occupied orbital energy = -11.917 eV

```
98
Properties=species:S:1:pos:R:3:lowdin_charge:R:1
C 6.139 -0.493 1.431 -0.135
C 5.053 0.009 0.291 -0.258
C 5.157 1.608 -0.065 -0.201
C 4.615 2.613 1.111 -0.206
C 3.257 2.107 1.885 -0.200
C 1.953 1.894 0.867 -0.208
C 0.678 1.537 1.827 -0.212
C -0.764 1.375 1.084 -0.130
C -1.043 -0.016 0.271 -0.200
B -0.339 0.114 -1.247 -0.342
O 0.251 -1.071 -1.967 0.005
C -0.280 1.522 -2.123 -0.165
C 1.277 2.015 -2.456 -0.129
C -0.491 -1.449 0.845 -0.364
P 1.404 -1.752 1.051 0.701
O 1.857 -3.296 0.348 -0.373
Br 1.833 -2.059 3.307 0.262
N -1.381 -1.601 2.097 0.055
C -2.801 -1.052 1.842 -0.192
N -3.414 -0.166 2.935 -0.074
C -4.816 -0.619 3.298 -0.204
C -5.568 0.730 3.939 -0.208
C -6.692 1.319 2.898 -0.155
C -2.675 -0.399 0.307 -0.215
C -3.325 -1.318 -0.872 -0.116
C -3.323 -2.937 -0.639 -0.135
C -2.722 -3.636 -2.035 -0.212
O -1.256 -3.768 -2.033 -0.292
C -0.704 -3.904 -3.390 -0.119
C -3.750 0.883 0.294 -0.141
C -3.797 1.658 -1.171 -0.122
C -5.336 1.680 -1.817 -0.221
O -5.781 3.051 -2.151 -0.256
C -7.141 2.951 -2.768 -0.117
H 6.284 -1.668 1.329 0.081
H 7.157 0.087 1.414 0.078
H 5.630 -0.345 2.501 0.076
H 3.992 -0.302 0.680 0.044
H 5.258 -0.659 -0.675 0.112
H 4.541 1.831 -1.048 0.106
H 6.303 1.837 -0.271 0.108
H 5.462 2.694 1.947 0.121
H 4.518 3.690 0.650 0.116
H 3.485 1.056 2.398 0.103
H 2.877 2.877 2.714 0.122
H 1.783 2.826 0.173 0.126
H 2.208 0.914 0.251 0.062
H 0.869 0.626 2.575 0.070
H 0.560 2.476 2.559 0.132
H -0.944 2.363 0.458 0.139
H -1.561 1.436 1.972 0.118
H 0.533 -0.806 -2.892 0.115
H -0.963 2.377 -1.715 0.089
H -0.730 1.237 -3.192 0.121
H 2.089 1.356 -1.881 0.070
H 1.407 3.165 -2.285 0.088
H 1.502 1.817 -3.612 0.092
H -0.730 -2.338 0.085 0.128
H 1.094 -3.672 -0.199 0.068
H -1.487 -2.652 2.231 0.184
H -0.995 -1.289 3.015 0.131
H -3.433 -2.027 1.979 0.151
H -2.792 -0.189 3.779 0.124
H -5.345 -1.012 2.328 0.120
H -4.722 -1.487 4.098 0.130
H -4.743 1.581 4.075 0.119
H -6.090 0.515 4.966 0.110
H -7.581 1.887 3.447 0.090
H -7.191 0.475 2.255 0.072
H -6.248 2.103 2.130 0.077
H -2.935 -1.127 -1.958 0.129
H -4.485 -1.030 -0.921 0.136
H -4.443 -3.343 -0.570 0.137
H -2.663 -3.326 0.242 0.098
H -3.101 -3.038 -2.990 0.139
H -3.150 -4.744 -2.160 0.140
H -0.684 -2.858 -3.961 0.105
H -1.257 -4.748 -3.983 0.108
H 0.438 -4.243 -3.332 0.115
H -4.863 0.526 0.542 0.109
H -3.515 1.706 1.085 0.107
H -3.532 2.802 -0.979 0.134
H -3.048 1.232 -1.961 0.097
H -6.133 1.238 -1.080 0.115
H -5.385 1.047 -2.818 0.134
H -7.086 2.969 -3.953 0.108
H -7.870 3.781 -2.376 0.103
H -7.662 1.910 -2.504 0.097
C 8.894 -1.593 -1.717 -0.075
C 9.961 -1.410 -0.693 -0.332
O 10.203 -0.021 -0.713 0.147
C 9.018 0.539 -1.085 -0.506
O 8.748 1.722 -0.952 0.136
O 8.164 -0.387 -1.618 0.055
F 11.096 -2.045 -1.060 0.085
H 9.294 -1.693 -2.732 0.151
H 8.257 -2.456 -1.504 0.145
H 9.671 -1.718 0.317 0.177
```

***

Entry 4:
# C28H57BCl32FN3O5

A 17-piece molecular cluster, C28H57BCl32FN3O5 overall (ωB97M-V/def2-TZVPD, the Open Molecules 2025 dataset).

Summary:
Charge = 0
Highest occupied orbital energy = -8.422 eV

```
127
Properties=species:S:1:pos:R:3:lowdin_charge:R:1
C -2.314 -3.338 0.246 -0.070
C -2.543 -1.848 0.380 -0.415
C -2.561 -1.234 -1.005 -0.081
C -1.443 -1.127 1.154 -0.190
C -0.958 -1.816 2.404 -0.193
O 0.408 -1.493 2.634 -0.147
C 0.719 -1.034 3.918 -0.140
C 1.976 -0.140 3.918 -0.365
N 2.613 -0.425 5.161 0.086
O 2.714 -0.594 2.744 -0.070
C 4.085 -0.424 2.731 -0.146
C 4.482 -0.784 1.324 -0.348
O 4.116 -0.167 0.347 0.109
N 5.342 -1.946 1.153 0.160
C 5.076 -3.032 1.983 -0.511
O 5.677 -3.368 2.985 0.143
F 4.026 -3.725 1.533 0.137
B 1.515 1.405 3.928 -0.549
O 1.736 1.998 5.123 0.138
N 0.872 2.199 2.892 -0.081
C 1.531 2.194 1.580 -0.083
C -0.585 2.086 2.798 -0.084
H -2.644 -3.845 1.134 0.071
H -1.281 -3.580 0.068 0.078
H -2.911 -3.710 -0.565 0.071
H -3.487 -1.634 0.856 0.131
H -2.729 -0.174 -0.950 0.079
H -3.332 -1.655 -1.627 0.036
H -1.602 -1.405 -1.457 0.072
H -0.609 -0.939 0.501 0.007
H -1.850 -0.178 1.453 0.095
H -1.577 -1.533 3.243 0.124
H -1.020 -2.888 2.322 0.109
H -0.114 -0.520 4.378 0.124
H 0.959 -1.872 4.558 0.101
H 2.975 -1.365 5.193 0.096
H 3.310 0.256 5.411 0.093
H 4.417 0.589 2.935 0.145
H 4.601 -1.092 3.401 0.110
H 6.322 -1.721 1.226 0.154
H 1.587 2.941 5.020 0.027
H 2.579 2.004 1.700 0.073
H 1.127 1.420 0.939 0.082
H 1.339 3.126 1.092 0.015
H -1.146 2.818 3.353 -0.034
H -0.977 1.109 3.045 0.073
H -0.855 2.264 1.772 0.087
C 2.375 -2.923 -0.801 -0.983
Cl 1.381 -1.562 -0.269 0.687
Cl 1.908 -3.512 -2.404 0.510
H 3.412 -2.609 -0.825 0.011
H 2.240 -3.731 -0.095 0.019
C -5.670 -1.995 -4.176 -1.018
Cl -3.958 -1.962 -4.631 0.526
Cl -6.096 -0.673 -3.089 0.495
H -6.266 -1.904 -5.076 0.008
H -5.877 -2.933 -3.677 0.026
C -4.469 3.994 2.800 -0.994
Cl -3.255 3.848 4.072 0.526
Cl -4.536 2.544 1.784 0.502
H -5.435 4.139 3.262 0.020
H -4.216 4.840 2.173 0.027
C 4.042 3.405 -1.426 -0.991
Cl 2.828 4.338 -0.546 0.563
Cl 3.942 3.674 -3.171 0.529
H 5.020 3.727 -1.091 0.022
H 3.898 2.357 -1.220 0.015
C 5.159 7.135 -4.070 -1.036
Cl 6.037 7.051 -2.540 0.480
Cl 4.219 8.628 -4.219 0.504
H 5.879 7.098 -4.877 -0.016
H 4.483 6.293 -4.119 -0.022
C -4.818 1.393 -6.494 -1.001
Cl -5.025 2.909 -5.618 0.517
Cl -6.367 0.747 -7.070 0.540
H -4.182 1.569 -7.351 0.027
H -4.372 0.663 -5.830 -0.019
C -1.125 3.070 7.795 -0.950
Cl -0.939 3.306 6.052 0.551
Cl -1.901 1.539 8.248 0.530
H -0.125 3.071 8.211 0.028
H -1.711 3.879 8.211 0.031
C -8.549 2.447 -9.311 -1.046
Cl -8.756 3.963 -8.428 0.500
Cl -10.093 1.788 -9.873 0.496
H -7.921 2.633 -10.172 0.025
H -8.087 1.729 -8.647 -0.066
C 9.570 5.505 -4.207 -1.013
Cl 8.427 5.845 -5.512 0.521
Cl 8.769 4.941 -2.738 0.488
H 10.256 4.739 -4.544 0.023
H 10.104 6.418 -3.976 0.025
C 1.325 -0.324 8.102 -1.026
Cl 2.287 -0.374 9.589 0.503
Cl 1.043 -1.938 7.444 0.542
H 0.364 0.119 8.330 -0.043
H 1.855 0.266 7.364 -0.003
C 3.261 -4.931 -5.676 -1.041
Cl 1.534 -4.707 -5.405 0.460
Cl 3.787 -4.261 -7.223 0.510
H 3.798 -4.430 -4.879 0.017
H 3.473 -5.991 -5.669 -0.028
C -10.254 -0.421 -3.013 -1.016
Cl -9.614 -1.809 -3.910 0.494
Cl -9.175 0.975 -3.073 0.495
H -11.202 -0.142 -3.453 0.022
H -10.385 -0.712 -1.979 0.023
C 1.036 7.012 5.242 -1.003
Cl 1.755 6.849 6.850 0.506
Cl 0.881 5.454 4.425 0.538
H 0.048 7.440 5.349 0.026
H 1.668 7.654 4.644 0.025
C -6.840 1.446 6.554 -1.028
Cl -5.422 1.546 7.597 0.493
Cl -7.795 2.938 6.582 0.492
H -6.514 1.253 5.541 0.021
H -7.471 0.642 6.911 0.022
C 2.380 -8.768 -3.566 -0.988
Cl 1.757 -7.163 -3.178 0.516
Cl 3.705 -8.711 -4.743 0.555
H 2.755 -9.226 -2.659 0.025
H 1.577 -9.360 -3.985 0.027
C 4.800 -10.674 -7.436 -1.062
Cl 5.235 -12.328 -7.884 0.503
Cl 5.999 -9.503 -8.000 0.500
H 3.844 -10.433 -7.882 0.024
H 4.738 -10.613 -6.359 -0.039
```